Entry 1:
{
  "formula": "C35H48N2O8",
  "method": "the ωB97M-V functional and the def2-TZVPD basis",
  "elements": ["C", "C", "O", "C", "C", "C", "C", "C", "C", "O", "O", "C", "C", "O", "H", "H", "H", "H", "H", "H", "H", "H", "H", "H", "H", "H", "H", "H", "H", "H", "H", "C", "O", "C", "C", "C", "C", "C", "C", "O", "N", "C", "C", "C", "C", "N", "C", "C", "C", "C", "C", "C", "C", "C", "C", "C", "C", "O", "C", "C", "O", "C", "H", "H", "H", "H", "H", "H", "H", "H", "H", "H", "H", "H", "H", "H", "H", "H", "H", "H", "H", "H", "H", "H", "H", "H", "H", "H", "H", "H", "H", "H", "H"],
  "coordinates": [[6.304, 4.634, -1.894], [5.902, 3.299, -1.326], [4.442, 3.285, -1.509], [3.826, 2.323, -0.819], [2.275, 2.251, -0.903], [2.039, 1.128, -1.950], [2.247, -0.217, -1.281], [2.960, 1.168, -3.178], [1.672, 3.543, -1.435], [2.250, 4.623, -1.497], [0.366, 3.389, -1.720], [-0.319, 4.563, -2.218], [-0.441, 5.599, -1.140], [4.472, 1.496, -0.171], [7.392, 4.755, -1.934], [5.896, 4.805, -2.898], [5.874, 5.423, -1.263], [6.353, 2.463, -1.892], [6.105, 3.205, -0.250], [1.018, 1.306, -2.289], [1.468, -0.527, -0.578], [2.280, -0.969, -2.069], [3.199, -0.198, -0.740], [3.060, 2.129, -3.695], [3.971, 0.850, -2.890], [2.582, 0.441, -3.920], [0.201, 4.993, -3.083], [-1.267, 4.150, -2.566], [-1.084, 6.418, -1.482], [-0.858, 5.155, -0.229], [0.543, 6.015, -0.882], [-5.448, -5.141, -1.270], [-4.336, -6.049, -1.217], [-3.078, -5.532, -1.217], [-2.741, -4.168, -1.240], [-1.537, -3.759, -0.665], [-1.269, -2.297, -0.426], [-1.422, -1.926, 1.057], [-2.815, -2.167, 1.661], [-3.363, -3.259, 1.805], [-3.305, -0.966, 2.084], [-4.631, -0.876, 2.673], [-2.444, 0.186, 1.816], [-3.173, 1.075, 0.810], [-2.145, 1.002, 3.067], [-1.233, -0.480, 1.274], [0.036, 0.107, 1.202], [0.339, 1.354, 0.691], [1.712, 2.046, 0.481], [1.722, 3.431, 1.288], [2.969, 4.044, 1.380], [3.060, 5.408, 1.624], [1.964, 6.065, 2.197], [0.728, 5.431, 2.287], [0.627, 4.089, 1.876], [-0.609, -4.705, -0.227], [-0.862, -6.078, -0.351], [-0.127, -7.084, 0.191], [1.164, -6.803, 0.778], [-2.070, -6.494, -0.969], [-2.362, -7.825, -1.077], [-2.926, -8.545, 0.065], [-6.320, -5.790, -1.290], [-5.481, -4.497, -0.379], [-5.413, -4.530, -2.182], [-3.470, -3.437, -1.610], [-0.234, -2.027, -0.701], [-1.959, -1.670, -1.021], [-0.722, -2.545, 1.657], [-5.089, -1.869, 2.711], [-4.566, -0.481, 3.692], [-5.307, -0.225, 2.106], [-3.584, 0.488, -0.020], [-4.019, 1.550, 1.320], [-2.521, 1.864, 0.437], [-1.852, 0.360, 3.899], [-1.342, 1.700, 2.837], [-3.024, 1.576, 3.361], [0.795, -0.464, 1.739], [-0.553, 1.963, 0.492], [2.462, 1.383, 0.971], [3.845, 3.385, 1.280], [3.981, 5.928, 1.386], [2.076, 7.066, 2.620], [-0.146, 5.955, 2.695], [-0.311, 3.570, 2.093], [0.315, -4.363, 0.240], [1.562, -7.787, 1.029], [1.827, -6.300, 0.055], [1.068, -6.192, 1.692], [-3.068, -9.563, -0.308], [-2.212, -8.531, 0.899], [-3.886, -8.098, 0.354]],
  "forces_ev_per_angstrom": [[0.0, 0.7, 0.1], [-0.5, 0.1, -0.6], [0.2, -0.9, 0.4], [1.1, -0.5, 1.0], [0.9, 1.0, -1.8], [-0.4, -0.1, 0.3], [-0.1, -0.8, -0.1], [0.1, -0.1, -0.3], [0.8, 2.2, 0.0], [-1.1, -1.7, -0.4], [0.5, 0.0, -0.3], [0.1, -0.1, -0.2], [-0.1, 0.4, 0.5], [-1.1, 1.0, -0.7], [-0.2, -0.1, 0.1], [0.1, -0.3, 0.2], [0.2, -0.1, -0.1], [-0.3, 0.2, 0.5], [0.1, -0.1, -0.4], [-0.1, -0.5, 0.1], [0.2, 0.3, -0.3], [0.2, -0.2, 0.1], [-0.1, -0.3, -0.2], [-0.2, 0.0, 0.3], [-0.1, 0.0, -0.1], [0.2, 0.3, 0.4], [0.1, -0.3, 0.1], [0.0, 0.2, 0.2], [0.0, -0.1, 0.1], [-0.1, 0.2, -0.2], [-0.4, -0.1, -0.1], [0.5, -0.2, -0.1], [-0.3, 0.5, -0.8], [0.9, -0.3, 0.6], [-0.5, -0.1, 0.2], [0.1, -0.4, -0.6], [-0.1, 0.1, -0.2], [0.0, 0.6, 0.7], [-0.1, -0.7, 0.2], [0.5, 1.2, -0.3], [-0.1, -0.8, 0.0], [-0.1, 0.3, 0.2], [-0.1, -0.3, -0.4], [-0.3, 0.1, -0.1], [0.0, -0.2, 0.1], [-0.6, 0.1, 0.3], [0.6, 1.9, -0.2], [-0.8, -1.0, 0.2], [-1.0, -0.8, 3.9], [0.0, -1.1, 0.2], [0.1, 0.0, -0.4], [-0.1, -0.3, 0.9], [-0.2, 0.4, -0.5], [0.4, -0.7, 0.4], [-0.2, 0.1, -0.4], [0.3, -0.3, 0.2], [-0.9, 0.3, -0.4], [0.8, 0.2, 0.0], [-0.6, 0.1, -0.4], [-0.2, 0.4, 1.3], [-0.3, -0.6, 0.2], [0.5, 0.8, -0.7], [0.0, 0.1, 0.0], [0.1, -0.1, -0.2], [-0.1, -0.1, 0.2], [0.3, -0.2, 0.5], [-0.4, -0.1, 0.0], [0.3, -0.2, 0.2], [-0.1, 0.3, -0.2], [0.4, 0.1, -0.1], [0.0, -0.1, -0.1], [0.2, -0.1, -0.1], [0.3, 0.1, 0.1], [0.1, 0.0, -0.1], [-0.1, 0.0, -0.1], [0.1, 0.0, -0.1], [0.0, 0.0, 0.1], [0.0, 0.0, 0.0], [0.3, -0.3, -0.7], [0.6, -0.2, -0.6], [-0.4, 0.4, -0.1], [-0.2, 0.8, -0.5], [0.1, 0.0, 0.6], [0.0, -0.1, -0.5], [0.5, -0.4, 0.0], [0.2, 0.1, -0.6], [-0.2, -0.1, 0.0], [0.0, 0.2, 0.0], [-0.2, -0.2, 0.2], [0.0, -0.2, -0.3], [0.0, 0.2, 0.2], [-0.2, 0.0, -0.2], [0.2, -0.1, 0.0]],
  "mulliken_charge": [-1.12, -0.21, -0.20, -1.61, 3.72, 0.48, -0.82, -1.73, -1.15, -0.59, -0.28, -0.37, -0.90, -0.61, 0.40, 0.29, 0.23, 0.28, 0.30, 0.70, -0.42, 0.66, 0.16, 0.33, 0.34, 0.49, 0.29, 0.38, 0.46, 0.14, 0.24, -0.81, -0.40, 0.82, -0.79, -0.24, -0.30, 0.43, -0.19, -0.74, 0.36, -1.04, 0.62, -1.58, -1.49, 0.79, -0.87, -0.78, 0.23, -0.24, 0.03, -0.92, -0.43, -0.80, 0.14, -0.28, 0.34, -0.42, -0.85, 0.61, -0.52, -0.55, 0.25, 0.30, 0.33, 0.27, -0.22, 0.35, 0.33, 0.35, 0.30, 0.34, 0.33, 0.49, 0.28, 0.38, 0.06, 0.48, 0.43, 0.03, 1.09, 0.47, 0.41, 0.37, 0.40, 0.22, 0.40, 0.24, 0.33, 0.32, 0.26, 0.22, 0.20],
  "energy_ev": -56431.6708,
  "homo_ev": -7.720,
  "de_lowest_kj_mol": 0.0,
  "total_charge": 0,
  "lumo_ha": 0.020
}

***

Entry 2:
{
  "formula": "C35H49BClN7O4PS2W",
  "method": "the ωB97M-V functional and the def2-TZVPD basis",
  "elements": ["W", "C", "C", "C", "C", "C", "C", "N", "N", "B", "N", "C", "C", "C", "N", "C", "C", "C", "N", "C", "C", "C", "N", "C", "C", "C", "H", "H", "H", "H", "H", "H", "H", "H", "H", "H", "H", "H", "H", "H", "H", "H", "H", "H", "H", "H", "H", "H", "H", "H", "H", "H", "H", "H", "C", "C", "O", "P", "S", "S", "O", "C", "C", "H", "H", "H", "H", "H", "H", "H", "H", "H", "H", "Cl", "C", "C", "C", "C", "O", "C", "C", "O", "C", "H", "H", "H", "H", "C", "C", "C", "C", "N", "C", "C", "H", "H", "H", "H", "H", "H", "H"],
  "coordinates": [[-0.218, -0.549, 0.085], [4.626, -0.932, -1.548], [3.335, -1.715, -1.830], [2.472, -0.952, -2.825], [2.743, -2.203, -0.518], [3.420, -3.210, 0.184], [2.724, -3.384, 1.353], [1.686, -2.545, 1.350], [1.668, -1.812, 0.197], [0.629, -2.433, 2.471], [-0.725, -2.923, 1.944], [-1.509, -3.902, 2.402], [-2.613, -3.992, 1.583], [-2.431, -2.996, 0.615], [-1.277, -2.361, 0.848], [-3.363, -2.674, -0.517], [-3.586, -3.908, -1.398], [-4.707, -2.172, 0.014], [0.553, -0.983, 2.962], [0.822, -0.567, 4.201], [0.676, 0.799, 4.241], [0.289, 1.173, 2.947], [0.218, 0.074, 2.174], [0.123, 2.597, 2.489], [-1.125, 2.889, 1.668], [0.173, 3.560, 3.676], [5.166, -0.774, -2.484], [4.400, 0.042, -1.114], [5.280, -1.470, -0.862], [3.641, -2.646, -2.321], [2.018, -0.068, -2.380], [3.113, -0.621, -3.645], [1.695, -1.579, -3.259], [4.316, -3.715, -0.132], [2.889, -4.037, 2.193], [0.968, -3.133, 3.385], [-1.224, -4.464, 3.276], [-3.441, -4.673, 1.673], [-2.913, -1.877, -1.109], [-4.138, -4.673, -0.848], [-4.172, -3.643, -2.280], [-2.646, -4.349, -1.728], [-5.194, -2.945, 0.615], [-4.585, -1.285, 0.633], [-5.371, -1.921, -0.815], [1.109, -1.274, 4.960], [0.818, 1.440, 5.091], [0.998, 2.808, 1.864], [-2.008, 2.934, 2.314], [-1.017, 3.860, 1.182], [-1.282, 2.154, 0.893], [-0.589, 3.307, 4.416], [1.145, 3.562, 4.173], [-0.022, 4.574, 3.326], [2.951, 3.753, -3.180], [3.678, 4.586, -2.147], [4.091, 3.790, -1.027], [3.048, 3.595, 0.202], [2.707, 1.489, 0.229], [0.898, 1.441, -0.808], [4.185, 3.594, 1.374], [3.717, 3.526, 2.724], [4.825, 3.998, 3.636], [2.690, 4.370, -4.042], [2.035, 3.331, -2.764], [3.581, 2.929, -3.517], [3.052, 5.414, -1.802], [4.597, 5.006, -2.558], [3.427, 2.496, 2.953], [2.825, 4.155, 2.838], [5.719, 3.391, 3.490], [4.514, 3.913, 4.678], [5.076, 5.038, 3.430], [-6.863, 3.596, 0.256], [-5.435, 2.608, 0.126], [-4.750, 2.533, -1.084], [-3.621, 1.752, -1.183], [-3.122, 1.007, -0.094], [-2.058, 0.278, -0.286], [-3.833, 1.098, 1.126], [-3.460, 0.407, 2.368], [-2.570, -0.396, 2.522], [-4.975, 1.903, 1.210], [-5.104, 3.096, -1.937], [-3.076, 1.702, -2.116], [-4.104, 0.687, 3.229], [-5.502, 1.965, 2.155], [-1.243, -3.109, -5.801], [-0.979, -2.515, -4.450], [-0.555, -3.300, -3.384], [-0.351, -2.727, -2.146], [-0.542, -1.422, -1.915], [-0.942, -0.654, -2.937], [-1.166, -1.159, -4.201], [-0.543, -3.915, -6.019], [-1.168, -2.358, -6.585], [-2.251, -3.529, -5.833], [-0.381, -4.361, -3.510], [-0.023, -3.316, -1.300], [-1.073, 0.396, -2.715], [-1.482, -0.490, -4.990]],
  "forces_ev_per_angstrom": [[0.2, -0.3, 0.1], [0.0, 0.0, 0.0], [0.0, 0.0, 0.0], [0.0, 0.0, 0.0], [0.0, 0.0, -0.1], [0.0, 0.0, 0.0], [0.0, 0.0, 0.0], [0.0, -0.1, 0.0], [-0.1, 0.2, 0.1], [0.1, 0.0, 0.0], [0.0, 0.0, 0.0], [0.0, 0.0, 0.0], [0.0, 0.0, 0.0], [0.0, 0.0, 0.0], [0.0, 0.1, 0.0], [0.0, 0.0, 0.0], [0.0, 0.0, 0.0], [0.0, 0.0, 0.0], [-0.1, 0.0, 0.1], [0.0, 0.0, 0.0], [-0.1, 0.0, 0.0], [0.1, 0.0, 0.0], [0.1, -0.1, -0.1], [0.1, 0.1, 0.0], [-0.1, 0.1, 0.1], [0.0, 0.0, 0.0], [0.0, 0.0, 0.0], [0.0, -0.1, 0.0], [0.0, 0.0, 0.0], [0.0, 0.0, 0.0], [0.0, -0.1, -0.1], [0.0, 0.0, 0.0], [-0.1, 0.0, 0.0], [0.0, 0.0, 0.0], [0.0, 0.0, 0.0], [0.0, 0.0, 0.0], [0.0, 0.0, 0.0], [0.0, 0.0, 0.0], [0.0, 0.0, 0.0], [0.0, 0.0, 0.0], [0.0, 0.0, 0.0], [0.0, 0.0, 0.0], [0.0, 0.0, 0.0], [0.0, -0.1, 0.0], [0.0, 0.0, 0.0], [0.0, 0.0, 0.0], [0.0, 0.0, 0.0], [-0.1, 0.0, -0.1], [0.0, 0.0, 0.0], [0.0, 0.0, 0.0], [0.0, 0.0, 0.0], [0.0, 0.0, 0.0], [0.0, 0.0, 0.0], [0.0, 0.0, 0.0], [0.0, 0.0, 0.0], [0.0, 0.0, 0.0], [0.0, 0.0, 0.0], [-0.1, 0.0, 0.0], [0.0, -0.1, 0.0], [-0.1, 0.3, 0.1], [0.1, 0.1, 0.0], [-0.1, 0.0, 0.0], [0.0, 0.0, 0.0], [0.0, 0.0, 0.0], [0.0, 0.0, 0.0], [0.0, 0.0, 0.0], [0.0, 0.0, 0.0], [0.0, 0.0, 0.0], [0.0, 0.0, 0.0], [0.1, 0.0, 0.0], [0.0, 0.0, 0.0], [0.0, 0.0, 0.0], [0.0, 0.0, 0.0], [0.0, 0.0, 0.0], [0.0, 0.0, 0.0], [0.0, 0.0, 0.0], [0.0, 0.0, 0.0], [0.0, 0.0, -0.1], [0.0, 0.1, 0.1], [0.0, 0.0, 0.1], [0.0, 0.0, 0.0], [-0.1, 0.0, 0.0], [0.0, 0.0, 0.0], [0.0, 0.0, 0.0], [0.0, 0.0, 0.0], [0.0, 0.0, 0.0], [0.0, 0.0, 0.0], [0.0, 0.0, 0.0], [0.0, 0.0, 0.0], [0.0, 0.0, 0.0], [0.0, 0.0, 0.0], [0.0, 0.0, 0.0], [0.0, 0.0, 0.0], [0.0, 0.0, 0.0], [0.0, 0.0, 0.0], [0.0, 0.0, 0.0], [0.0, 0.0, 0.0], [0.0, 0.0, 0.0], [0.0, 0.0, 0.0], [0.0, 0.0, 0.0], [0.0, 0.0, 0.0]],
  "mulliken_charge": [0.90, -1.34, 0.60, -0.76, -0.43, -1.36, -0.43, 0.09, 0.55, -0.87, 0.39, -0.73, -0.89, -0.65, 0.66, 2.20, -1.89, -1.65, 0.56, -0.71, -0.93, -0.33, 0.74, 3.45, -0.65, -2.27, 0.42, 0.19, 0.40, 0.49, -0.12, 0.57, -0.03, 0.62, 0.52, -0.13, 0.52, 0.59, -0.58, 0.39, 0.42, 0.40, 0.35, 0.32, 0.42, 0.49, 0.61, -1.80, 0.38, 0.59, -0.97, 0.49, 0.42, 0.39, -0.81, -0.33, -0.22, -0.05, -0.22, -0.39, -0.47, 0.35, -1.50, 0.42, 0.13, 0.22, 0.39, 0.32, 0.20, 0.21, 0.34, 0.40, 0.34, -0.25, -0.18, -0.88, -0.80, -0.48, 1.07, 1.86, -0.62, -0.24, -1.19, 0.46, 0.34, 0.14, 0.38, -1.62, 0.91, -0.95, -0.18, 1.40, -0.37, -1.37, 0.41, 0.42, 0.28, 0.46, 0.23, 0.36, 0.45],
  "energy_ev": -101701.0132,
  "homo_ev": [-6.413, -7.333],
  "spin_multiplicity": 4,
  "de_lowest_kj_mol": 128.6,
  "total_charge": 0,
  "lumo_ha": [0.008, -0.003]
}